(1)
Here is a cluster of 2 separate species, C2H9N2O in total at a distorted geometry from the OMol25 dataset. Energies are from ωB97M-V/def2-TZVPD.

## Properties
Energy = -7240.7927 eV
Net charge = +1
ΔE to the lowest compared entry with this formula, charge and spin = 36.05 kcal/mol
Lowest unoccupied orbital energy = -3.2 eV
HOMO-LUMO gap = 9.49 eV
E_HOMO = -12.6391 eV

CARTESIAN COORDINATES (ANGSTROEM)
C (-0.0023, -0.9163, 0.5828)
C (0.7193, -0.6029, -0.5019)
N (1.3031, -1.5768, -1.2384)
N (-0.8386, 0.0691, 1.3458)
H (-0.0809, -1.8955, 1.0292)
H (0.9566, 0.4165, -0.7595)
H (1.0694, -2.5400, -1.1339)
H (2.0000, -1.3661, -1.9240)
H (-0.2750, 0.3458, 2.1631)
H (-1.6566, -0.3914, 1.7410)
H (-0.9248, 0.9475, 0.7895)
H (-0.2271, 2.8844, -0.7178)
H (-1.6830, 2.6685, -0.4926)
O (-0.8313, 2.2795, -0.2612)

---

(2)
Here is the ion C2H9N2O with charge +1 from the OMol25 dataset. Energies are from ωB97M-V/def2-TZVPD.

## Properties
Energy = -7240.7286 eV
Net charge = +1
ΔE to the lowest compared entry with this formula, charge and spin = 37.53 kcal/mol
Structure (SMILES) = [NH3+]CNCO
Lowest unoccupied orbital energy = -3.5 eV
HOMO-LUMO gap = 10.49 eV
E_HOMO = -13.9823 eV

CARTESIAN COORDINATES (ANGSTROEM)
N (-0.5686, -0.0954, -1.5975)
C (-0.3980, 1.0106, -0.5553)
N (0.7782, 0.7474, 0.1878)
C (0.8037, -0.4620, 1.0108)
O (-0.5335, -0.9813, 1.0389)
H (-1.0515, -0.8902, -1.1693)
H (0.3443, -0.3955, -1.9580)
H (-1.1245, 0.2571, -2.3771)
H (-1.3162, 0.9876, 0.0182)
H (-0.3392, 1.9412, -1.1050)
H (1.1701, 1.5641, 0.6296)
H (1.4579, -1.1953, 0.5541)
H (1.1047, -0.2065, 2.0278)
H (-0.5614, -1.7497, 1.6182)

---

(3)
Here is a cluster of 2 separate species, C2H9N2O in total at a distorted geometry from the OMol25 dataset. Energies are from ωB97M-V/def2-TZVPD.

## Properties
Energy = -7240.7423 eV
Net charge = +1
ΔE to the lowest compared entry with this formula, charge and spin = 37.21 kcal/mol
Lowest unoccupied orbital energy = -3.2 eV
HOMO-LUMO gap = 9.85 eV
E_HOMO = -13.0046 eV

CARTESIAN COORDINATES (ANGSTROEM)
C (-0.9545, 0.5389, -0.2623)
C (0.0180, 0.0773, -1.0502)
N (1.4644, 0.3358, -0.7715)
N (-2.2226, 0.0692, -0.3092)
H (-0.8565, 1.2464, 0.5495)
H (-0.1368, -0.7282, -1.7526)
H (1.6632, -0.1321, 0.1056)
H (2.0703, -0.0301, -1.4977)
H (1.5830, 1.3518, -0.7714)
H (-2.5781, -0.5363, -1.0286)
H (-2.9702, 0.4205, 0.2623)
H (1.4682, -1.6012, 2.3288)
H (0.2908, -0.6515, 2.0460)
O (1.2301, -0.7870, 1.8724)

---

(4)
Here is a cluster of 2 separate species, C2H9N2O in total at a distorted geometry from the OMol25 dataset. Energies are from ωB97M-V/def2-TZVPD.

## Properties
Energy = -7239.9344 eV
Net charge = +1
ΔE to the lowest compared entry with this formula, charge and spin = 55.84 kcal/mol
Lowest unoccupied orbital energy = -3.3 eV
HOMO-LUMO gap = 9.52 eV
E_HOMO = -12.8597 eV

CARTESIAN COORDINATES (ANGSTROEM)
C (0.2101, -0.0588, 0.6820)
C (-0.8097, -0.8966, 0.4079)
N (-1.0331, -1.9889, 1.1538)
N (0.3052, 1.4064, 0.3419)
H (0.9901, -0.1981, 1.3727)
H (-1.5461, -0.6386, -0.4498)
H (-1.5976, -2.7475, 0.9998)
H (-0.5131, -2.1977, 1.9408)
H (0.4249, 1.6618, -0.6219)
H (1.1111, 1.8181, 0.8275)
H (-0.4873, 1.9585, 0.7915)
H (0.8641, -0.1491, -2.5154)
H (1.4551, 1.2663, -2.6872)
O (0.6262, 0.7641, -2.2437)

---

(5)
Here is the ion C2H9N2O2S2 with charge +1 at a distorted geometry from the OMol25 dataset. Energies are from ωB97M-V/def2-TZVPD.

## Properties
Energy = -30957.0356 eV
Net charge = +1
ΔE to the lowest compared entry with this formula, charge and spin = 24.67 kcal/mol
Structure (SMILES) = N[C@@](O)(S)[C@]([NH3+])(O)S
Lowest unoccupied orbital energy = -4.2 eV
HOMO-LUMO gap = 8.98 eV
E_HOMO = -13.1764 eV

CARTESIAN COORDINATES (ANGSTROEM)
N (1.7852, -0.6190, -0.1878)
C (0.8298, 0.2575, 0.2943)
O (0.7374, 0.0856, 1.6504)
S (1.3426, 2.1063, -0.1847)
C (-0.5307, 0.0619, -0.3793)
N (-1.3942, -1.0365, 0.4615)
O (-0.5663, -0.3330, -1.6253)
S (-1.9728, 1.6954, -0.0999)
H (2.3403, -0.2315, -0.9990)
H (2.4067, -0.9545, 0.5794)
H (0.4045, 0.8138, 2.1465)
H (1.3149, 2.4576, 1.0283)
H (-1.0086, -1.9123, 0.1693)
H (-1.2732, -0.8532, 1.4591)
H (-2.3735, -0.9049, 0.1816)
H (-1.2916, -0.1281, -2.2571)
H (-0.8082, 2.4893, -0.4275)

---

(6)
Here is a structure of composition C2H9N2PS3 at a distorted geometry from the OMol25 dataset. Energies are from ωB97M-V/def2-TZVPD.

## Properties
Energy = -46992.0145 eV
ΔE to the lowest compared entry with this formula, charge and spin = 37.09 kcal/mol
Lowest unoccupied orbital energy (spin up / spin down) = -0.5 / -0.9 eV
HOMO-LUMO gap (spin up / spin down) = 7.71 / 7.27 eV
E_HOMO (spin up / spin down) = -8.2445 / -8.2114 eV

CARTESIAN COORDINATES (ANGSTROEM)
C (-2.7884, 1.1190, 0.9234)
C (-0.0471, -2.0898, -0.9257)
N (3.1767, 0.2360, -0.3956)
N (3.7884, 1.0700, 0.3206)
P (0.1010, 0.9530, 0.3165)
S (1.2608, 0.9317, -1.4944)
S (-1.9012, 1.1409, -0.6366)
S (0.2223, -1.2696, 0.7278)
H (-2.1000, 1.2252, 1.7118)
H (-3.1848, 0.0391, 1.1495)
H (-3.4154, 1.9299, 0.8993)
H (-1.0789, -1.8648, -1.0775)
H (0.1771, -3.1135, -0.7866)
H (0.6764, -1.4698, -1.5624)
H (2.5425, -0.4704, -0.0399)
H (3.7724, 0.0533, -1.2196)
H (3.1881, 1.2393, 1.1030)

---

(7)
Here is a cluster of 2 separate species, C2H9N2S in total at a distorted geometry from the OMol25 dataset. Energies are from ωB97M-V/def2-TZVPD.

## Properties
Energy = -16024.3437 eV
Net charge = +1
ΔE to the lowest compared entry with this formula, charge and spin = 116.76 kcal/mol
Lowest unoccupied orbital energy = -4.9 eV
HOMO-LUMO gap = 8.82 eV
E_HOMO = -13.7522 eV

CARTESIAN COORDINATES (ANGSTROEM)
C (1.3531, 0.8552, -0.1600)
C (0.0624, 0.1084, -0.3136)
N (-0.9731, 0.5976, 0.3848)
N (0.3403, -1.4503, -0.0188)
S (-2.5575, -0.1062, 0.1272)
H (1.2789, 1.1671, 0.8294)
H (1.2856, 1.7747, -0.8142)
H (2.1051, 0.0605, -0.4062)
H (-0.3469, 0.1862, -1.3788)
H (-0.8066, 0.8657, 2.0514)
H (-0.1461, -1.5125, 0.8925)
H (1.3449, -1.5277, -0.0245)
H (0.0395, -2.0754, -0.7932)
H (-2.9794, 1.0568, -0.3760)

---

(8)
Here is a cluster of 2 separate species, C2H9N2S2 in total at a distorted geometry from the OMol25 dataset. Energies are from ωB97M-V/def2-TZVPD.

## Properties
Energy = -26867.5854 eV
ΔE to the lowest compared entry with this formula, charge and spin = 24.74 kcal/mol
Lowest unoccupied orbital energy (spin up / spin down) = 0.2 / 0.2 eV
HOMO-LUMO gap (spin up / spin down) = 4.74 / 7.47 eV
2S+1 = 2
E_HOMO (spin up / spin down) = -4.5092 / -7.3121 eV

CARTESIAN COORDINATES (ANGSTROEM)
S (-0.6736, 1.7540, -0.1429)
S (1.3632, 1.9404, 0.8522)
H (-0.3473, 0.9077, -1.1289)
H (0.9377, 1.8501, 2.1247)
C (0.1913, -1.9445, -0.1866)
C (-1.0503, -2.0926, -0.6378)
N (-1.3472, -2.8600, -1.7474)
N (0.5006, -1.0618, 0.9328)
H (1.0456, -2.4641, -0.5946)
H (-1.9115, -1.5957, -0.2047)
H (-2.1428, -2.5271, -2.2678)
H (-0.5601, -3.0262, -2.3569)
H (1.1360, -0.2886, 0.6246)
H (0.9841, -1.4670, 1.7358)
H (-0.3343, -0.5326, 1.2150)